A) C2H5N3S | ωB97M-V/def2-TZVPD

Results
gap between HOMO and LUMO	8.629	eV
total charge	+2

Positions of all 11 atoms, in Å:
C  0.18  -1.20  -0.17
C  0.33  0.87  1.17
N  -0.67  -1.09  -1.11
N  0.42  -0.41  0.93
N  0.50  2.02  1.16
S  -1.40  0.35  -1.39
H  0.70  -2.16  -0.11
H  -0.21  1.50  -1.89
H  -0.75  -1.98  -1.57
H  0.75  -0.91  1.77
H  0.16  3.00  1.21

natural (NBO) charges in e:
1. C 0.438
2. C 0.777
3. N -0.584
4. N -0.613
5. N -0.355
6. S 0.284
7. H 0.276
8. H 0.254
9. H 0.482
10. H 0.506
11. H 0.534

B) C2H5N3S | ωB97M-V/def2-TZVPD

Results
gap between HOMO and LUMO	8.032	eV
total charge	+2
SMILES	[NH+]#S1=C[NH+]=CN1

Positions of all 11 atoms, in Å:
N  0.70  0.91  2.10
S  -0.49  0.40  1.39
C  0.14  -1.19  0.39
N  -0.04  -1.06  -0.88
C  -0.43  0.17  -1.43
N  -0.54  1.13  -0.60
H  1.53  1.19  2.64
H  0.42  -1.93  1.05
H  0.17  -1.94  -1.38
H  -0.54  0.20  -2.54
H  -0.91  2.13  -0.74

natural (NBO) charges in e:
1. N -0.881
2. S 1.301
3. C 0.172
4. N -0.466
5. C 0.353
6. N -0.591
7. H 0.521
8. H 0.282
9. H 0.500
10. H 0.299
11. H 0.509

Quick one: least stable of them? B)